42
Properties=species:S:1:pos:R:3 method="wB97M-V/def2-TZVPD" e_homo_ev=-8.20 homo_lumo_gap_ev=8.93 max_force_ev_per_a=3.289 de_lowest_ev=2.158
C -2.733 1.226 -5.418
C -1.946 1.135 -4.096
C -2.017 -0.309 -3.538
N -1.099 -0.470 -2.386
C 0.193 -0.974 -2.487
C 0.887 -1.474 -3.736
C 0.710 -1.063 -1.237
C -0.261 -0.573 -0.275
C -0.034 -0.626 1.223
O -0.796 -0.011 1.981
C 1.152 -1.478 1.798
O 1.459 -1.269 3.190
C 1.915 -0.052 3.536
N 2.442 0.749 2.621
C 2.970 1.902 3.057
N 3.056 2.268 4.333
C 2.572 1.406 5.235
S 2.482 1.632 6.973
C 1.650 0.084 7.162
C 1.482 -0.538 5.977
C 2.005 0.221 4.854
C -1.352 -0.184 -1.004
C -2.626 0.423 -0.466
H -2.190 0.791 -6.259
H -2.933 2.310 -5.610
H -3.698 0.765 -5.341
H -0.910 1.354 -4.309
H -2.315 1.849 -3.364
H -3.050 -0.620 -3.254
H -1.661 -0.959 -4.348
H 1.119 -0.629 -4.417
H 0.189 -2.165 -4.199
H 1.800 -1.952 -3.475
H 1.703 -1.427 -1.002
H 2.057 -1.316 1.225
H 0.861 -2.543 1.732
H 3.439 2.545 2.322
H 1.333 -0.327 8.140
H 1.020 -1.504 5.844
H -2.589 1.538 -0.498
H -2.797 0.122 0.579
H -3.485 0.145 -1.061